1.
Here is C11H28BaFNO14S3 as an isolated structure from OMol25. Energies are from wB97M-V/def2-TZVPD.

As for the total charge: -2. Its spin multiplicity is 1. For the LUMO energy, the calculation gives 4.153 eV. The calculation puts the HOMO-LUMO gap at 5.193 eV.

XYZ file:
```
59
Properties=species:S:1:pos:R:3:forces:R:3
Ba -0.832 -0.970 -0.186 -1.3216 0.2067 -1.9442
N -4.323 0.541 1.275 0.9103 0.4968 1.3054
O -5.192 0.204 2.108 -0.0554 0.0564 -0.6499
O -3.430 -0.275 0.947 -0.2918 0.0566 -0.2453
O -4.246 1.738 0.891 -0.4031 -0.5374 -0.2598
F -2.485 -2.855 -1.033 0.9824 0.0293 0.4828
O 0.971 -1.419 -2.314 -0.2344 0.7306 1.1147
C 0.964 -0.336 -3.184 -0.6453 -1.4764 -0.8673
C 0.083 0.898 -2.867 0.8942 1.9082 1.5623
O -1.118 0.755 -2.241 0.0342 -0.9624 0.0172
H 0.555 -0.687 -4.168 0.3439 0.0567 -0.0555
H 2.029 -0.043 -3.363 -0.2382 0.5936 -0.2784
H 0.019 1.577 -3.760 0.0464 -0.6330 -0.3721
H 0.728 1.580 -2.203 0.0019 -0.3218 -0.2741
O 0.734 -3.110 0.449 -0.0614 0.3209 0.9467
S 0.924 -4.436 -0.042 -0.3774 -0.4312 -1.2099
O 2.219 -5.021 0.111 0.3012 -0.2794 0.2039
O -0.150 -5.402 0.601 0.1555 0.0117 0.5446
C -0.867 -4.893 1.751 -0.3726 0.2576 0.2020
C -1.479 -6.073 2.460 -0.0832 -0.2059 -0.0229
C 0.405 -4.485 -1.697 -0.0948 0.0026 -0.1695
H -1.609 -4.174 1.396 -0.0701 -0.1189 -0.0953
H -0.188 -4.371 2.427 0.1028 -0.0327 -0.1338
H -0.693 -6.693 2.895 -0.0587 -0.0381 0.0399
H -2.068 -6.692 1.783 0.0209 0.0736 -0.0863
H -2.149 -5.731 3.251 0.1039 0.0608 0.0152
H 1.174 -3.955 -2.260 -0.1401 0.0926 -0.1401
H -0.554 -3.956 -1.762 -0.0438 0.0703 0.0659
H 0.290 -5.532 -1.968 0.1375 0.0019 -0.1279
O 0.283 3.738 0.007 0.8658 0.4306 -0.1467
S -0.928 3.055 0.322 -0.8381 0.2574 -0.3824
O -0.928 1.696 0.691 0.6993 -1.0399 1.0723
O -1.587 3.833 1.547 -0.1571 0.0094 0.1801
C -1.530 5.263 1.524 0.3947 -0.0674 0.5383
C -2.309 5.752 2.728 -0.3698 0.1137 0.0180
C -2.093 3.205 -0.929 -0.5102 0.5086 -0.4060
H -1.915 5.654 0.583 -0.1443 -0.0377 -0.0183
H -0.483 5.560 1.624 -0.0498 0.0563 -0.2249
H -2.534 6.818 2.633 0.1295 -0.0194 0.0031
H -1.753 5.595 3.651 0.0681 -0.0325 -0.0338
H -3.260 5.226 2.829 0.0568 -0.0417 -0.1582
H -2.931 2.572 -0.632 -0.0228 0.0206 0.0077
H -1.628 2.804 -1.831 -0.0098 -0.2671 -0.0493
H -2.388 4.251 -1.016 -0.0066 0.0265 -0.1485
O 3.811 -0.652 2.133 0.1606 0.0031 0.4957
S 3.011 -0.431 0.972 0.4114 -0.8637 -0.7349
O 1.598 -0.274 1.095 -0.6178 0.1652 0.4975
O 3.610 0.830 0.283 -0.0645 0.8084 -0.2180
C 2.762 1.519 -0.714 0.5386 0.2245 0.0599
C 3.288 2.935 -0.809 -0.1864 -0.2587 -0.0200
C 3.329 -1.682 -0.218 -0.0600 0.0178 0.4464
H 1.739 1.510 -0.361 -0.0369 -0.0674 -0.0360
H 2.853 0.984 -1.659 -0.1292 -0.0707 0.0929
H 4.344 2.936 -1.084 0.0192 0.0540 0.0755
H 3.127 3.435 0.143 0.1499 0.1070 0.0245
H 2.719 3.471 -1.566 -0.0469 -0.0241 -0.0360
H 4.405 -1.822 -0.222 0.0931 0.0074 -0.2707
H 2.853 -1.386 -1.159 -0.1070 -0.0838 -0.1914
H 2.825 -2.574 0.142 0.2273 0.0740 -0.0048
```
Forces are in eV/Å.


2.
Here is a 2-piece molecular cluster, C4H4NO2 overall from OMol25. Energies are from wB97M-V/def2-TZVPD.

As for the total charge: +1. Its spin multiplicity is 1. For the LUMO energy, the calculation gives -5.310 eV. The calculation puts the HOMO-LUMO gap at 9.763 eV.

XYZ file:
```
11
Properties=species:S:1:pos:R:3:forces:R:3
C 2.156 -1.819 -1.758 -1.7116 3.1999 1.8992
C -1.567 1.570 0.916 1.3541 1.1340 1.7540
C -0.506 0.719 1.124 -4.2847 2.3095 -0.8719
C -0.697 -0.429 0.372 1.8805 1.1166 1.0430
N 1.675 -0.921 -1.194 1.3895 -3.0345 -1.4675
O -1.053 -1.344 -0.138 -1.3383 -2.1195 -1.0438
O 1.141 -0.048 -0.536 0.3797 0.7289 -0.0495
H 2.611 -2.624 -2.234 0.5656 -0.8807 -0.6555
H -1.640 2.646 1.381 0.3402 -2.3727 -0.9482
H -2.393 1.226 0.344 -0.7070 0.0535 -0.5657
H 0.273 1.023 1.722 2.1319 -0.1351 0.9060
```
Forces are in eV/Å.


3.
Here is C13H32N5RuSb as an isolated structure from OMol25. Energies are from wB97M-V/def2-TZVPD.

As for the total charge: +4. Its spin multiplicity is 1. For the LUMO energy (spin up / spin down), the calculation gives -16.699 / -16.676 eV. The calculation puts the HOMO-LUMO gap (spin up / spin down) at 4.336 / 4.353 eV.

XYZ file:
```
52
Properties=species:S:1:pos:R:3:forces:R:3
Ru 0.067 0.224 -0.266 -1.4833 1.3703 2.5081
N 1.811 -0.104 1.101 -1.2427 0.3924 -1.2230
C 1.413 -0.373 2.510 -0.3306 -0.2581 0.5821
C 0.539 -1.609 2.656 -0.0314 0.2084 -0.2604
C -0.856 -1.470 2.066 0.1876 0.0374 0.6665
N -0.838 -1.477 0.573 0.4073 0.3589 -0.3295
H 2.359 -0.892 0.759 0.1498 -0.1298 -0.0747
H 2.431 0.702 1.081 0.1212 0.1414 -0.1157
H 0.912 0.513 2.905 0.0293 0.0324 -0.0696
H 2.318 -0.520 3.106 0.1352 0.1152 -0.1466
H 0.425 -1.804 3.724 0.0334 -0.0394 0.0169
H 1.042 -2.489 2.240 0.0220 -0.0645 0.0758
H -1.322 -0.540 2.402 -0.0560 -0.0343 -0.0564
H -1.472 -2.297 2.424 -0.1037 -0.0015 -0.1846
H -1.796 -1.553 0.238 -0.1403 -0.0165 -0.1521
H -0.378 -2.338 0.278 -0.0276 -0.2088 -0.0175
C -3.655 4.768 1.790 0.3830 0.0814 0.1301
C -4.012 3.294 1.820 -1.0331 0.3532 0.1982
N -3.003 2.477 1.157 0.9120 -0.9025 -0.4619
C -2.001 2.894 0.384 -2.2953 3.5562 1.9051
N -1.134 2.025 -0.126 3.4560 -4.0689 -2.9746
C -0.082 2.488 -1.008 -0.6597 0.9352 -0.1395
C 0.403 3.886 -0.652 0.1415 0.0283 0.2249
C -0.827 4.786 -0.681 0.0336 0.2324 -0.6007
N -1.924 4.248 0.104 1.0371 -2.8530 0.4072
C -3.011 5.145 0.464 -1.1878 0.1789 -0.3078
H -2.990 5.023 2.618 0.0618 -0.0607 -0.0852
H -4.552 5.370 1.924 -0.0329 -0.0722 -0.0029
H -4.984 3.113 1.339 0.2938 0.0288 -0.1136
H -4.137 2.934 2.843 0.2122 0.0355 -0.0263
H -3.081 1.475 1.275 -0.0789 0.1753 -0.0078
H -0.412 2.456 -2.050 0.1455 -0.0850 0.0066
H 0.814 1.755 -0.918 0.6365 0.1277 -0.2585
H 1.135 4.254 -1.369 0.0103 -0.0472 -0.0174
H 0.863 3.896 0.338 -0.0240 -0.0005 0.0406
H -1.188 4.934 -1.712 0.1729 0.0058 0.1390
H -0.585 5.782 -0.301 0.0906 -0.1548 0.0562
H -3.761 5.111 -0.348 0.1949 0.0382 0.2449
H -2.625 6.164 0.483 0.1084 -0.1075 0.0442
C 0.987 -2.924 -3.335 -0.0951 -0.1659 0.6869
Sb 0.592 -0.846 -3.000 -0.0194 0.8137 -1.0420
C -1.012 -0.230 -4.278 -0.0648 -0.0270 0.4101
C 2.303 0.276 -3.622 -0.0756 -0.0684 0.3988
H 1.212 -2.977 -4.404 -0.0206 0.2971 -0.1166
H 0.112 -3.529 -3.109 -0.0415 0.0326 0.0124
H 1.852 -3.242 -2.758 0.0171 0.0113 0.0053
H -0.692 -0.534 -5.278 0.1579 -0.0735 -0.0071
H -1.132 0.850 -4.245 0.0459 0.0152 0.0301
H -1.941 -0.736 -4.024 0.0135 -0.0358 0.0447
H 2.469 -0.019 -4.662 -0.1087 -0.1135 -0.0694
H 3.177 0.013 -3.032 0.0066 -0.0181 0.0157
H 2.102 1.343 -3.575 -0.0641 0.0042 0.0110
```
Forces are in eV/Å.


4.
Here is C15H15BaF5O19PPd as an isolated structure from OMol25. Energies are from wB97M-V/def2-TZVPD.

As for the total charge: +2. Its spin multiplicity is 4. For the LUMO energy (spin up / spin down), the calculation gives -7.280 / -12.366 eV. The calculation puts the HOMO-LUMO gap (spin up / spin down) at 8.063 / 2.977 eV.

XYZ file:
```
57
Properties=species:S:1:pos:R:3:forces:R:3
Pd -2.810 -1.549 -0.070 -2.3071 -1.6810 -0.8804
Ba -1.509 1.097 3.335 -0.4805 0.5948 0.7145
P -0.923 -0.557 0.897 0.9635 -0.2979 1.1372
O 0.134 0.244 1.749 -1.8025 -1.5594 -2.3098
O -2.168 -0.871 1.789 -0.4982 -0.1013 3.6661
O -0.783 -1.969 0.235 2.1079 0.8546 -0.1239
O -1.806 0.196 -0.115 1.5181 2.9527 -2.3658
C -4.975 1.075 -1.318 -0.9377 2.3706 -0.6767
C -6.170 0.982 -2.320 1.4732 -1.1891 -0.7531
O -7.312 1.360 -1.666 -0.1323 0.1438 -1.3245
C -6.972 1.783 -0.488 -3.7665 2.9145 4.7252
O -7.750 2.301 0.313 2.3089 -1.6210 -2.1099
O -5.677 1.659 -0.254 1.5231 -0.4882 1.9349
F -6.285 -0.351 -2.493 -0.1906 -1.2528 -1.2241
H -4.200 1.813 -1.524 0.1174 -0.2772 -0.6649
H -4.497 0.116 -1.117 -0.4287 -0.2710 0.1961
H -6.091 1.533 -3.257 0.1055 -0.3287 -0.1114
C -0.003 -3.475 2.780 1.2838 -0.3276 0.6935
C 1.332 -2.685 2.588 -0.7824 -0.1866 -2.2893
O 2.073 -3.520 1.684 -0.8635 -0.7693 1.6809
C 1.763 -4.821 2.117 1.2076 -2.9031 -0.1368
O 2.434 -5.824 1.899 -2.5823 3.7685 0.6379
O 0.569 -4.785 2.852 1.1997 -0.4069 -0.5524
F 2.040 -2.525 3.742 -0.7558 0.0935 -0.5136
H -0.802 -3.532 2.042 0.6821 0.7077 -0.5883
H -0.514 -3.142 3.683 0.4147 -0.5549 0.5446
H 1.199 -1.766 2.017 0.3162 0.2535 0.7450
C 0.956 -0.798 -2.709 -3.1549 -0.0434 0.9748
C 1.384 -1.967 -1.855 0.0608 0.1727 -1.2856
O 2.648 -2.134 -2.573 3.9758 -1.1094 -0.6579
C 3.049 -1.057 -3.247 -3.2731 -3.0434 3.2439
O 4.211 -0.888 -3.688 0.8206 -0.0634 -0.5009
O 2.096 -0.230 -3.274 1.1158 3.2702 -1.3758
F 0.629 -3.035 -2.087 0.2765 0.0199 -0.1190
H 0.388 -0.087 -2.110 0.2538 0.4757 -0.4083
H 0.354 -1.153 -3.546 -0.2250 -0.1157 0.1895
H 1.539 -1.886 -0.780 0.3178 0.1636 -0.1676
C -0.536 3.251 -0.368 -1.6664 0.1335 1.6058
C 0.924 3.254 -0.599 -1.6050 -1.3086 0.9816
O 1.286 4.448 -0.031 2.2715 1.9463 -0.8991
C 0.511 4.786 0.995 -0.0384 -0.0029 4.2162
O 0.827 5.423 2.005 -1.4201 -1.8707 -4.0921
O -0.647 3.992 0.898 0.3687 0.2568 -0.5154
F 1.037 3.095 -1.917 1.4678 0.4817 -1.1126
H -1.008 2.277 -0.240 0.1984 0.0544 0.0451
H -1.037 3.760 -1.191 0.0216 0.3219 0.1533
H 1.453 2.467 -0.060 0.3127 -0.2076 -0.3367
C 3.074 0.502 1.140 -0.1678 -0.5249 0.0843
C 3.815 0.789 -0.133 -0.7481 -1.3765 -0.4825
O 4.860 -0.157 -0.035 -0.0948 0.5814 -1.4854
C 5.131 -0.355 1.273 4.5567 -1.1705 2.2918
O 6.169 -0.844 1.726 -3.9736 1.4353 -1.7977
O 4.146 0.184 1.995 -0.1114 0.3062 1.4006
F 4.230 2.045 -0.200 0.9681 1.2791 0.2994
H 2.527 -0.440 1.084 -0.5732 0.2325 -0.4915
H 2.426 1.305 1.490 0.4586 -0.0834 0.2594
H 3.259 0.668 -1.063 -0.0870 -0.6491 -0.0685
```
Forces are in eV/Å.


Q: The highest total charge belongs to which entry?
A: C13H32N5RuSb